The following is a DFT calculation (ωB97M-V/def2-TZVPD) of C58H84AlBrFN7O17S as an isolated structure.

XYZ file:
```
170
Properties=species:S:1:pos:R:3:lowdin_charge:R:1
Br -9.0821 -2.1394 -3.6774 0.4920
S 1.7335 -7.5697 -4.1635 0.6652
Al 3.4350 2.4251 -0.8691 0.9798
F -7.6622 0.5578 -2.8732 -0.4158
O -3.5191 6.3771 0.6040 0.1339
O -8.9674 4.9141 -6.9293 0.0564
O 11.5478 -0.6179 0.8080 0.0816
O -7.7197 6.5318 -7.6244 0.0924
O 6.1388 -3.0627 -2.3877 0.0917
O -2.9893 4.4051 -0.2731 0.0982
O 2.9866 -7.9708 -3.5741 -0.3223
O -7.9207 0.3973 4.6703 0.0396
O 7.8199 -3.1895 -0.9104 0.0193
O 0.8320 -6.6622 -3.4926 -0.3320
O -6.2835 3.3074 -1.9438 0.0040
O 1.2912 0.7348 2.3642 -0.1379
O -10.8241 2.7032 -6.6931 -0.0682
O 3.0630 -4.9092 0.9185 -0.1871
O -1.8214 4.3870 4.0795 0.0105
O -8.0352 -0.3659 6.6851 0.1084
O 13.3864 2.0603 5.0514 0.1166
N -7.4642 0.1952 5.7843 -0.4447
N -5.0324 2.0579 1.9543 0.0807
N -3.8971 3.9604 2.9626 0.1816
N -8.4153 2.8819 -0.2338 -0.0607
N -3.0118 1.8339 3.2091 0.1049
N -9.1918 -1.0933 0.1565 0.0983
N -8.0746 5.7295 -6.7925 -0.4300
C 11.9922 -0.0260 1.7743 -0.2767
C -6.7160 4.6192 -1.9871 -0.2747
C 11.8637 -0.2307 5.5451 0.0043
C 4.2983 0.4045 -0.5000 -0.1896
C -6.2450 -0.0379 1.1008 -0.1539
C -8.6742 3.0230 1.2003 -0.1768
C 10.5636 -2.0303 4.6173 -0.0590
C 12.1545 0.2195 4.2630 -0.0799
C 4.9407 -0.8003 -0.6907 -0.0124
C -0.1212 0.7635 2.5969 -0.3597
C 9.5865 -3.8123 -2.3334 -0.1449
C 11.0742 -1.3551 5.7217 -0.0522
C 13.2598 1.5396 0.3196 -0.0048
C 2.9215 -0.6058 1.2247 -0.1540
C 2.4524 -5.2647 -0.3369 -0.1896
C -8.0152 4.9271 -1.5991 -0.1315
C -7.0817 -1.0655 -1.1060 -0.2252
C -9.0295 3.9082 -1.0796 -0.1304
C -6.0851 0.6785 6.0672 0.0471
C -6.0666 2.9535 1.3647 -0.0862
C -4.1018 2.5747 2.6478 -0.2630
C -7.5147 7.2172 -2.1525 -0.0969
C 11.6582 -0.4688 3.1545 -0.0850
C 3.1651 -6.5107 -0.8305 -0.1695
C -8.5721 -0.8658 -1.1169 -0.3469
C -6.3047 0.1201 -0.4506 -0.1645
C 1.9680 -8.2080 -6.6948 -0.2176
C -4.9889 0.5840 1.7315 -0.0811
C 14.0778 2.6435 0.1441 -0.0535
C 13.3434 1.8664 2.7080 -0.0817
C -1.9184 5.1539 1.8476 0.0154
C -1.9104 2.5867 2.5286 -0.2053
C 9.2638 -3.2358 -0.9665 -0.1378
C 3.2420 0.5101 0.5068 -0.1271
C -2.4422 4.0644 2.8286 -0.4362
C 0.7520 -8.9948 -6.1917 -0.2103
C -8.4135 6.2671 -1.6985 -0.0238
C -0.5869 -0.1658 3.7340 -0.0249
C -5.8063 5.5862 -2.4301 -0.0486
C -7.4134 2.9011 2.1053 -0.1256
C -6.2097 6.9168 -2.5089 -0.0862
C 3.8980 -5.9936 1.3574 -0.1977
C 2.0514 -6.9643 -5.8152 -0.2306
C 0.8380 -9.0435 -4.6612 -0.2154
C 4.6023 -1.9446 0.0791 0.0213
C 1.8232 -0.5844 2.3025 -0.1265
C 14.1498 2.9831 2.5255 0.0046
C 12.9929 1.4371 4.0887 -0.2770
C 12.8844 1.1498 1.6002 -0.0865
C -2.8796 5.3634 0.6831 -0.5059
C 8.4270 -3.2960 -3.1795 -0.0671
C 3.5914 -1.8097 1.0274 0.0189
C 7.3142 -3.1820 -2.1611 -0.4856
C 3.5611 -7.1850 0.4763 -0.1560
C 10.8547 -1.5887 3.3374 -0.0081
C -7.3558 5.7432 -5.4895 0.0432
C 14.5152 3.3706 1.2467 -0.0485
C -0.4800 2.2470 2.9103 -0.0680
H -10.1949 -1.2217 0.0479 0.1041
H 1.8733 -7.9462 -7.7477 0.1179
H -5.4843 -0.1861 6.3358 0.1052
H 1.4023 -9.9091 -4.3183 0.1075
H -9.2229 3.9435 1.4399 0.1207
H -0.6865 -1.1797 3.3208 0.0849
H 5.6958 -0.8296 -1.4730 0.1151
H 8.1581 -3.9896 -3.9717 0.1298
H 0.1742 2.8459 2.2557 0.1295
H -0.9660 4.7837 1.4360 0.1343
H -6.7300 -1.2363 -2.1235 0.0872
H -7.8596 8.2484 -2.2357 0.1134
H -9.4733 3.3868 -1.9446 0.1408
H 12.2576 0.2949 6.4047 0.1239
H -0.6119 0.5140 1.6366 0.1533
H -6.1084 2.7047 0.2969 0.0987
H 9.9414 -2.9051 4.7576 0.1065
H -3.0044 2.0326 4.2112 0.1432
H -7.4896 6.7272 -5.0516 0.0937
H -9.4281 6.5464 -1.4177 0.1221
H -5.4842 7.6461 -2.8629 0.1178
H 10.4614 -2.1174 2.4794 0.1102
H 2.7058 -7.7258 0.8889 0.1181
H -6.3078 5.5425 -5.6929 0.1032
H -9.3669 2.2102 1.4913 0.1154
H -4.7949 5.2675 -2.6926 0.1160
H -9.0399 -1.6869 -1.8503 -0.0705
H 3.7191 -6.1863 2.4160 0.1167
H -7.1855 0.2530 1.5803 0.0898
H -5.6865 3.1248 -2.6805 0.1167
H -3.8137 4.5774 -0.7641 0.0994
H -7.7795 4.9756 -4.8500 0.0947
H -8.8706 0.1084 -1.5934 0.1216
H 0.1549 -0.1731 4.5427 0.1017
H -6.8821 -1.9997 -0.5481 0.1230
H 1.3913 -5.4598 -0.1532 0.1199
H -8.7075 1.9679 -0.5483 0.0777
H -5.6850 3.9797 1.4263 0.1258
H 2.5360 -4.4280 -1.0336 0.1145
H -5.2965 0.1097 -0.8869 0.1228
H -9.8585 4.4383 -0.5884 0.1186
H 1.2649 -6.2517 -6.0640 0.1078
H -6.8149 1.0411 -0.7511 0.0622
H 10.8537 -1.7071 6.7212 0.1101
H 2.8718 -8.8100 -6.5765 0.1213
H 4.0611 -6.2330 -1.3909 0.1207
H 4.3897 -7.8841 0.3761 0.1185
H -1.8133 6.0894 2.4006 0.1449
H 14.4951 3.5459 3.3824 0.1239
H 2.3308 -0.7985 3.2531 0.1505
H 3.3366 -2.7115 1.5890 0.1230
H -0.1466 -9.0358 -4.1994 0.1038
H 2.5437 -7.1268 -1.4720 0.0743
H -4.7112 0.0464 2.6425 0.1252
H -7.4851 2.0095 2.7593 0.0824
H 14.3750 2.9410 -0.8533 0.1094
H 2.6938 1.4470 0.6838 -0.0045
H 4.5984 1.2927 -1.1240 -0.0693
H -7.4285 3.7552 2.8018 0.1164
H -1.5668 0.1000 4.1374 0.0668
H 15.1473 4.2380 1.1068 0.1115
H 1.0932 -1.3472 2.0071 0.1415
H -2.1097 2.4445 1.4479 0.1571
H 12.9166 0.9780 -0.5388 0.1175
H 4.9431 -5.6893 1.2305 0.1146
H 8.6304 -2.3064 -3.5925 0.1346
H -6.1480 1.3828 6.8921 0.1066
H -0.1636 -8.4811 -6.4929 0.1180
H -9.0296 -0.3042 0.7777 0.0823
H 10.5676 -3.5202 -2.7014 0.1228
H -4.0423 4.0992 3.9673 0.1654
H -5.6981 1.1593 5.1737 0.0662
H 9.6390 -3.8573 -0.1571 0.1281
H -0.2463 2.4325 3.9641 0.1360
H 0.7174 -9.9979 -6.6142 0.1175
H 5.0934 -2.8997 -0.0792 0.1128
H -10.5616 2.3023 -7.5272 0.0325
H -4.1620 0.3996 1.0267 0.1365
H -6.1564 -1.1227 1.2693 0.1228
H 3.0236 -6.4772 -5.8473 0.1084
H -0.9694 4.8071 3.9078 0.1106
H -10.4722 3.6005 -6.7430 -0.0137
H 9.6490 -2.2221 -0.8392 0.1233
H 9.5540 -4.9024 -2.2940 0.1230
```

## Properties
Largest force on an atom: 0.0678 Eh/bohr
Calculated total energy: -7236.37223 a.u.
HOMO energy: -12.2 eV
LUMO energy: -7.7317 eV
Net charge: +2